#1
Molecular formula: C47H40BrCl4GeN4O10S2Ti
Method: DFT, ωB97M-V/def2-TZVPD

Each line ends with the Mulliken spin population.
Geometry (Å):
1 Br 3.27187 -4.14869 -4.18832  0.00
2 Ge 0.59208 -2.44605 4.02052  0.00
3 Ti 0.89295 -0.30323 1.60065  0.93
4 Cl 0.40313 0.04098 3.88227  0.00
5 Cl -1.27076 -2.61192 5.46654  0.00
6 Cl 2.09246 -2.34346 5.70429  0.00
7 Cl -5.58271 -2.25465 3.26390  0.00
8 S 2.56911 2.45739 0.87766  0.00
9 S 0.11407 2.65666 -4.98871  0.00
10 O 1.38133 2.37636 -5.60379  0.00
11 O 2.66865 -3.23043 2.55949  0.00
12 O -2.67818 -5.23038 1.46867  0.00
13 O 2.51984 -1.11136 1.91588  0.00
14 O -0.58347 -3.91102 0.83677  0.04
15 O -4.71980 -4.79575 2.17179  0.00
16 O -0.69103 3.70769 -5.56203  0.00
17 O 1.14509 0.37223 -0.39040  0.02
18 O -0.49505 1.03695 0.87130  -0.02
19 O 0.17399 -1.84705 1.09214  0.02
20 N -2.05396 -1.04992 2.28177  0.00
21 N -3.25928 -0.88240 2.85528  0.00
22 N 0.39262 3.14740 -3.42693  0.00
23 N 1.98719 1.42649 1.94090  -0.03
24 C 0.72949 2.13415 -2.43071  0.00
25 C -2.69382 1.43210 3.21981  0.00
26 C -2.94819 -2.55473 -1.63155  0.00
27 C -0.80140 1.15669 -4.85961  0.00
28 C -3.59418 -4.41107 1.92877  0.00
29 C 3.06029 -1.85723 -0.75210  0.00
30 C -2.99374 -2.50220 -4.46185  0.00
31 C -2.22167 -1.22203 -4.57175  0.00
32 C 1.57028 6.38255 0.87274  0.00
33 C -0.98249 -3.72329 -2.47268  0.00
34 C -3.95850 2.83151 4.71560  0.00
35 C -3.65980 -3.73285 -1.69309  0.00
36 C 2.67519 -2.39011 1.67318  0.00
37 C 2.87131 -2.80336 0.25271  0.00
38 C 4.65240 3.14017 2.61502  0.00
39 C -1.56723 -2.49828 -2.01375  0.00
40 C 2.81091 -4.15604 -0.07449  0.00
41 C 2.93269 -4.56181 -1.39022  0.00
42 C 1.90695 4.05888 1.37053  0.00
43 C -2.80936 0.00413 -4.26004  0.00
44 C -4.78939 1.75870 4.98868  0.00
45 C 0.16165 1.13006 -0.20025  0.00
46 C -0.90601 -1.22779 -5.03854  0.00
47 C -1.71210 -4.88863 -2.51729  0.00
48 C -0.74110 -2.75230 1.21331  0.02
49 C -0.84462 -1.32097 -1.96459  0.00
50 C -3.19630 -2.99517 2.15069  0.00
51 C 5.24426 2.32569 0.41822  0.00
52 C 4.27902 2.64962 1.36740  0.00
53 C 3.15691 -2.25055 -2.07522  0.00
54 C -3.05451 -4.91342 -2.13024  0.00
55 C -3.53529 0.35209 3.49063  0.00
56 C 0.56143 5.40113 2.82315  0.00
57 C -0.19740 -0.05318 -5.18151  0.00
58 C -2.11225 1.18843 -4.39744  0.00
59 C -2.90310 2.65292 3.83314  0.00
60 C 5.99415 3.24301 2.92653  0.00
61 C -1.98424 -2.30079 1.86542  -0.02
62 C 3.09434 -3.60012 -2.37432  0.00
63 C 1.11347 4.17293 2.50326  -0.01
64 C 6.58501 2.43473 0.73858  0.00
65 C -4.58522 0.52508 4.39136  0.00
66 C 0.79068 6.51155 2.01738  0.00
67 C -0.21115 2.17123 -1.23658  0.00
68 C 2.12373 5.15889 0.54568  0.00
69 C -3.97038 -2.04318 2.77148  0.00
70 C 6.96493 2.88005 1.99821  0.00
71 H 2.89541 -5.60864 -1.65684  0.00
72 H -3.82973 0.02638 -3.89791  0.00
73 H -5.61203 1.87494 5.68266  0.00
74 H 3.13103 -0.81382 -0.48648  -0.01
75 H 1.75766 2.27237 -2.08673  0.00
76 H -0.17994 3.15220 -0.74846  0.00
77 H -3.43090 -2.75554 -5.43259  0.00
78 H 3.89549 3.42007 3.33770  0.00
79 H 0.06349 -3.71495 -2.76091  0.00
80 H 0.91422 3.28775 3.09871  0.01
81 H 0.19802 -1.28058 -2.25112  0.00
82 H 0.67063 1.14949 -2.90139  0.00
83 H 2.66158 -4.87962 0.71389  0.00
84 H -5.24388 -0.28805 4.63441  0.00
85 H 0.82188 -0.03873 -5.54294  0.00
86 H -3.60626 -5.84466 -2.11858  0.00
87 H -3.79961 -2.41450 -3.73562  0.00
88 H -2.34420 -3.32031 -4.15094  0.00
89 H -1.88422 1.30329 2.52028  0.00
90 H -4.69559 -3.75857 -1.36982  0.00
91 H 4.92520 1.96617 -0.55209  0.00
92 H -2.57088 2.14154 -4.16500  0.00
93 H -1.23436 -5.80918 -2.83918  0.00
94 H -3.41764 -1.64441 -1.26982  0.00
95 H 7.34432 2.15800 0.01913  0.00
96 H 3.27475 -1.51616 -2.86081  0.00
97 H -0.43871 -2.17318 -5.28303  0.00
98 H -4.12781 3.79215 5.18533  0.00
99 H 8.01223 2.93081 2.26264  0.00
100 H 1.73806 7.24078 0.23460  0.00
101 H -2.23324 3.47454 3.61190  0.00
102 H -0.06432 5.49468 3.70165  0.00
103 H -1.24241 1.99212 -1.55067  0.00
104 H 6.29804 3.59428 3.90400  0.00
105 H -0.30213 3.82646 -3.14903  0.00
106 H -1.81655 -4.76450 1.21035  0.00
107 H -1.30603 -0.39439 -1.64241  0.00
108 H 0.34832 7.46565 2.27145  0.00
109 H 2.53143 1.42713 2.79958  0.01
110 H 2.72291 5.03596 -0.34922  0.00

The spin multiplicity is 2. The calculation puts the HOMO energy (spin up / spin down) at -0.039 / -0.044 eV. The frontier orbital gap (spin up / spin down) comes out at 3.1 / 3.1 eV. Its expectation value of S² is 0.75. The value obtained for the lowest unoccupied orbital energy (spin up / spin down) is 3.09 / 3.09 eV. As for the net charge: -2.

#2
Molecular formula: C47H40BrCl4GeN4O10S2Ti
Method: DFT, ωB97M-V/def2-TZVPD

Each line ends with the Mulliken spin population.
Geometry (Å):
1 Br 0.29852 6.48822 -5.89125  0.00
2 Ge 1.16932 -3.58803 0.80939  0.00
3 Ti 0.68156 0.18249 -0.19179  0.99
4 Cl -3.49135 -0.11778 -5.94784  0.00
5 Cl -1.00978 -4.39765 0.88297  0.00
6 Cl 1.93111 -4.70141 2.72467  0.00
7 Cl 0.71754 -1.55568 1.98462  -0.01
8 S -2.03881 -1.03902 0.84455  0.00
9 S 6.63533 -2.50003 1.86368  0.00
10 O -1.77342 -2.40458 -6.49787  0.00
11 O 0.34955 -2.98186 -2.65098  0.00
12 O 0.27712 2.18049 -0.54446  -0.02
13 O 7.38762 -3.44512 2.64770  0.00
14 O 7.28135 -1.33374 1.33089  0.00
15 O 0.14718 -1.45989 -1.04555  -0.03
16 O -0.47717 -3.44219 -5.04399  0.00
17 O 2.72503 -0.84523 -0.27983  0.00
18 O 1.16583 0.87548 -2.02625  -0.03
19 O 2.26515 0.94936 0.85817  -0.01
20 N -2.62751 0.32445 -3.43653  0.00
21 N -1.22131 0.34422 0.68136  0.01
22 N 5.39420 -2.03460 2.82810  0.00
23 N -1.75182 -0.11885 -2.51338  0.00
24 C 0.80257 2.88760 4.50687  0.00
25 C -4.48865 0.26538 0.53873  0.00
26 C 0.47579 1.84922 3.66301  0.00
27 C -1.65464 -1.45846 -4.34179  0.00
28 C -1.30053 -2.47619 -5.38525  0.00
29 C 3.88091 -5.31426 -2.71329  0.00
30 C -2.57010 -1.08681 2.56061  0.00
31 C 4.24505 -0.24013 1.50007  0.01
32 C 0.88075 2.82093 -4.06641  0.01
33 C 4.63084 -4.64707 -1.59543  0.00
34 C -4.13286 -1.76944 -0.71434  0.00
35 C 0.28531 4.38471 -2.32928  0.01
36 C 3.03241 -0.03275 0.63104  0.01
37 C -4.63342 1.72943 -3.73336  0.00
38 C 0.96882 4.25359 4.05793  0.00
39 C 1.46384 5.08968 6.28937  0.00
40 C 5.89963 -3.34910 0.50718  0.00
41 C -3.67922 -0.79705 0.16136  0.00
42 C 0.18778 5.40066 -3.26810  0.00
43 C 1.31757 3.77685 6.75937  0.00
44 C -0.12119 -1.93095 -2.19336  -0.01
45 C -3.36437 -1.21491 5.18537  0.00
46 C -1.15761 -1.18194 -3.02802  0.01
47 C 4.55856 -5.15650 -0.29979  0.00
48 C -5.42410 -1.68104 -1.22205  0.00
49 C -5.33692 2.88209 -3.41081  0.00
50 C -2.66992 -0.10650 4.72715  0.00
51 C 0.43351 5.10348 -4.59967  0.01
52 C -3.23128 -2.22335 3.00745  0.00
53 C -5.77468 0.34435 0.03465  0.00
54 C -4.83490 3.78081 -2.48363  0.00
55 C 5.35846 -3.48550 -1.81728  0.00
56 C -3.63889 -2.27755 4.32899  0.00
57 C -6.24196 -0.62917 -0.84272  0.00
58 C 1.00694 2.72598 5.93008  0.00
59 C -3.61746 3.51945 -1.86963  0.00
60 C 5.98896 -2.82649 -0.77221  0.00
61 C 0.63064 3.10046 -2.72998  0.01
62 C -2.89734 2.38371 -2.19882  0.00
63 C 5.18321 -4.51557 0.75191  0.00
64 C 0.70522 2.00608 -1.71502  -0.01
65 C 4.11635 -1.55620 2.25941  0.00
66 C 0.77771 3.82707 -5.01651  0.00
67 C 1.28312 5.28246 4.91194  0.00
68 C -2.57172 -0.44748 -4.55125  0.00
69 C -2.26361 -0.03326 3.39988  0.00
70 C -3.40204 1.49893 -3.14081  0.00
71 H 4.27134 -5.01796 -3.68644  0.00
72 H 3.67488 -2.31775 1.61300  0.00
73 H 1.45834 3.57926 7.81988  0.00
74 H 3.93077 -6.40064 -2.63018  0.00
75 H -5.39144 4.67441 -2.23236  0.00
76 H -3.39687 -3.05824 2.33714  0.00
77 H 1.71708 5.90752 6.95158  0.00
78 H 4.31455 0.59550 2.19477  0.00
79 H 3.98031 -6.05208 -0.10646  0.00
80 H 0.39586 0.83498 4.03644  0.00
81 H 1.39876 6.28355 4.50170  0.00
82 H -3.21791 4.19899 -1.12814  0.00
83 H 0.84567 4.45123 2.99697  0.00
84 H -1.95967 2.17276 -1.71593  0.01
85 H -4.12758 1.00371 1.24522  0.00
86 H -2.40713 0.70169 5.39796  0.00
87 H 3.45134 -1.42367 3.11051  0.00
88 H 0.91075 1.72593 6.34327  0.00
89 H -1.65571 0.79942 3.06040  0.00
90 H 0.35709 1.99895 2.59563  0.00
91 H 1.14351 1.81047 -4.35122  0.00
92 H -3.48146 -2.59318 -0.98211  0.00
93 H -0.07521 6.40646 -2.97172  0.00
94 H -1.83352 1.13644 0.51609  0.02
95 H -5.78445 -2.43556 -1.90924  0.00
96 H -7.24860 -0.55974 -1.23583  0.00
97 H 5.23048 -2.80534 3.46677  0.00
98 H -4.14828 -3.15828 4.69841  0.00
99 H -6.29715 3.06048 -3.87814  0.00
100 H 5.09089 -4.90424 1.75684  0.00
101 H -0.11827 -3.32497 -4.10107  0.00
102 H 0.95863 3.62259 -6.06222  0.00
103 H -3.66938 -1.26876 6.22317  0.00
104 H 5.40904 -3.07233 -2.81747  0.00
105 H 2.82874 -5.02622 -2.67156  0.00
106 H -6.41521 1.16523 0.32818  0.00
107 H -5.05415 1.02119 -4.42813  0.00
108 H 0.09985 4.57573 -1.27991  0.00
109 H 5.13394 -0.25211 0.86618  0.00
110 H 6.53833 -1.90974 -0.93193  0.00

The spin multiplicity is 2. The calculation puts the HOMO energy at 0.038 eV. The frontier orbital gap comes out at 3.0 eV. Its expectation value of S² is 0.75. The value obtained for the lowest unoccupied orbital energy is 3.06 eV. As for the net charge: -2.

#3
Molecular formula: C47H40BrCl4GeN4O10S2Ti
Method: DFT, ωB97M-V/def2-TZVPD

Each line ends with the Mulliken spin population.
Geometry (Å):
1 Br -5.15054 -1.79749 6.28948  0.00
2 Ge -3.23923 1.22364 -1.96086  0.00
3 Ti -0.30412 0.47593 0.14960  0.92
4 Cl -4.72681 -0.28475 -1.19239  0.00
5 Cl -1.34580 -0.34885 -2.00472  0.06
6 Cl -3.78617 0.97050 -4.20507  0.00
7 Cl -0.35033 6.29183 -1.83076  0.00
8 S -3.65112 -5.24741 -0.68018  0.00
9 S 3.16052 -0.00141 -1.07104  0.00
10 O -5.01672 -5.68808 -0.80546  0.00
11 O 0.42960 1.40990 1.79929  0.00
12 O 0.76616 -2.78597 -0.37625  0.00
13 O -0.45667 7.11516 1.00095  0.00
14 O -2.66344 -6.25280 -0.36744  0.00
15 O 0.12580 3.20117 3.09220  0.00
16 O -3.36252 2.57475 1.30346  0.00
17 O -2.08958 0.81516 0.79963  -0.03
18 O -0.27545 5.77514 2.74578  0.00
19 O -0.30059 -1.34125 0.94946  0.04
20 N -0.34360 3.66590 -1.37209  0.01
21 N 1.68745 0.08403 -0.53878  0.01
22 N -0.23711 2.75407 -0.39263  -0.02
23 N -3.66136 -4.00173 0.39897  0.00
24 C -0.13055 -2.51710 0.41413  0.00
25 C -1.38673 3.84570 -3.56867  0.00
26 C -0.31267 4.81308 0.53639  0.00
27 C -1.18108 -3.53659 0.79904  0.00
28 C 0.10783 2.61563 2.00607  -0.03
29 C -1.47041 3.43641 -4.88760  0.00
30 C -0.43934 3.25991 -2.73953  0.01
31 C -1.82817 -4.56207 -2.57610  0.00
32 C 3.15518 -1.25092 2.05560  0.00
33 C 0.38822 2.24633 -3.19256  0.01
34 C 3.64299 3.91137 -0.25706  0.00
35 C -4.45404 -0.79555 4.82335  0.00
36 C 2.46963 -2.14178 -4.34972  0.00
37 C 0.26915 1.82481 -4.50951  0.00
38 C -0.37902 4.90790 -0.84301  0.00
39 C -3.46885 0.64723 2.69970  0.00
40 C -3.28757 -1.21554 4.21331  0.00
41 C -1.39111 -3.81126 -3.65504  0.00
42 C 0.53801 -2.17295 4.56143  0.00
43 C 1.25198 -4.16485 3.46375  0.00
44 C -2.96352 1.44794 1.53115  0.00
45 C -3.54184 -2.76387 -3.82400  0.00
46 C 2.13763 -3.43686 2.69752  0.00
47 C 0.42200 -3.56379 4.41618  0.00
48 C 5.50931 3.25168 -1.62171  0.00
49 C -2.56619 -3.01010 0.42098  0.00
50 C -3.13288 -4.40677 -2.13555  0.00
51 C -5.13862 0.33544 4.40639  0.00
52 C 3.79603 1.66820 -1.08134  0.00
53 C 4.82487 4.22846 -0.90746  0.00
54 C -1.72904 -2.05073 -5.41718  0.00
55 C 5.00299 1.96461 -1.70435  0.00
56 C 3.13347 0.01187 -5.19171  0.00
57 C -4.63086 1.05950 3.34086  0.00
58 C 3.05270 -0.38131 -2.83129  0.00
59 C -0.35318 5.99685 1.45376  0.00
60 C 3.28686 0.47942 -3.89236  0.00
61 C -2.23371 -2.90267 -4.28624  0.00
62 C 1.41167 -1.42822 3.80573  0.00
63 C 2.27612 -2.01391 2.81847  0.00
64 C -0.64190 2.42826 -5.35933  0.00
65 C -3.99513 -3.50877 -2.75086  0.00
66 C 3.13002 2.62282 -0.33294  0.00
67 C 2.62543 -1.68873 -3.05022  0.00
68 C -2.79289 -0.48592 3.13854  0.00
69 C -0.22771 3.41467 0.75517  0.01
70 C 2.73087 -1.29592 -5.42073  0.00
71 H 1.19457 -5.23927 3.30521  0.00
72 H 2.60184 -1.65087 -6.43576  0.00
73 H -2.22565 3.86839 -5.53012  0.00
74 H 2.37459 -2.32371 -2.20479  0.00
75 H 3.90845 -1.71172 1.42473  0.00
76 H 1.63289 -0.74443 0.09306  -0.01
77 H -5.12935 1.95151 2.98485  0.00
78 H 2.73619 -3.95063 1.95068  0.00
79 H 5.53825 1.20033 -2.25460  0.00
80 H -4.18938 -2.01945 -4.27031  0.00
81 H 6.44364 3.49219 -2.11305  0.00
82 H -2.54165 -2.54016 -0.56184  0.00
83 H -6.04857 0.63986 4.90486  0.00
84 H 1.44645 -0.35226 3.94292  0.00
85 H -1.10108 -3.72814 1.87305  0.00
86 H 0.87805 1.00051 -4.85599  0.00
87 H -0.36086 -3.89474 -3.97807  0.00
88 H -2.88861 -2.22543 1.10479  0.00
89 H -1.87800 -0.80863 2.65301  0.00
90 H -0.15219 4.78634 2.96308  0.00
91 H 2.22861 2.34241 0.19009  0.00
92 H -0.74153 2.07989 -6.37940  0.00
93 H -0.95529 -4.46143 0.27328  0.00
94 H -1.16168 -5.23718 -2.05747  0.00
95 H -4.99518 -3.36797 -2.36200  0.00
96 H -0.64472 -1.95022 -5.36566  0.00
97 H 2.13283 -3.15554 -4.52315  0.00
98 H 3.21371 -0.17941 2.22021  0.00
99 H -0.26178 -4.14558 5.02279  0.00
100 H 3.11611 4.66016 0.32197  0.00
101 H -1.98512 -2.49105 -6.38557  0.00
102 H 5.22452 5.23268 -0.84611  0.00
103 H -2.75904 -2.09417 4.55615  0.00
104 H -2.16910 -1.05444 -5.36977  0.00
105 H -2.07315 4.58103 -3.17596  0.00
106 H -0.07153 -1.65432 5.29781  0.00
107 H 1.08085 1.76521 -2.51495  0.00
108 H 3.31573 0.67936 -6.02515  0.00
109 H -3.89654 -4.37181 1.31444  0.00
110 H 3.58296 1.50499 -3.71815  0.00

The spin multiplicity is 2. The calculation puts the HOMO energy (spin up / spin down) at -0.233 / -0.234 eV. The frontier orbital gap (spin up / spin down) comes out at 3.6 / 3.6 eV. Its expectation value of S² is 0.75. The value obtained for the lowest unoccupied orbital energy (spin up / spin down) is 3.37 / 3.37 eV. As for the net charge: -2.

The data favor #3; the next most stable structure lies 3.5 kcal/mol above it.